Formula: C31H36N2PPbS4
Source: the Open Molecules 2025 dataset
Level of theory: ωB97M-V/def2-TZVPD

Summary:
Frontier orbital gap, eV: 5.51
Charge: +3
HOMO level, eV: -15.989

Last column: Löwdin charge in e.
Geometry (Å):
Pb 0.909 -0.062 0.391  1.037
C 4.611 0.233 -0.523  -0.465
C 4.739 -0.143 0.947  -0.461
S 3.292 -0.921 1.708  0.865
C 3.380 -2.672 1.244  -0.462
C 3.237 -3.051 -0.226  -0.449
S 1.646 -2.524 -0.930  0.875
C 2.094 -2.025 -2.617  -0.457
C 0.972 -1.233 -3.282  -0.464
S 0.522 0.384 -2.587  0.824
C 1.776 1.519 -3.213  -0.480
C 3.174 1.363 -2.624  -0.446
S 3.206 1.345 -0.805  0.885
H 4.500 -0.641 -1.160  0.059
H 5.516 0.761 -0.828  0.113
H 4.937 0.739 1.556  0.096
H 5.589 -0.814 1.082  0.111
H 2.599 -3.145 1.844  0.090
H 4.332 -3.050 1.623  0.108
H 3.291 -4.138 -0.296  0.106
H 4.047 -2.650 -0.832  0.080
H 2.268 -2.929 -3.201  0.111
H 3.025 -1.465 -2.582  0.055
H 0.044 -1.809 -3.277  0.081
H 1.224 -1.071 -4.332  0.107
H 1.374 2.509 -2.994  0.083
H 1.839 1.445 -4.300  0.107
H 3.785 2.207 -2.947  0.107
H 3.658 0.456 -2.982  0.078
C -3.865 3.275 -0.029  -0.038
C -3.583 2.603 1.152  -0.050
C -2.964 1.362 1.118  -0.077
C -2.632 0.788 -0.110  -0.377
C -2.906 1.473 -1.298  -0.109
C -3.526 2.709 -1.254  -0.045
P -1.749 -0.772 -0.196  1.030
C -2.674 -1.993 -1.112  -0.358
C -3.947 -1.714 -1.616  -0.058
C -4.648 -2.705 -2.286  -0.033
C -4.083 -3.961 -2.461  -0.024
C -2.813 -4.240 -1.963  -0.045
C -2.104 -3.259 -1.296  -0.100
C -1.467 -1.389 1.484  -0.425
C -2.395 -2.104 2.249  -0.033
C -2.063 -2.473 3.543  -0.020
C -0.826 -2.138 4.087  -0.020
C 0.114 -1.433 3.338  -0.100
C -0.235 -1.115 2.040  -0.332
H -4.363 4.235 0.000  0.122
H -3.867 3.033 2.103  0.120
H -2.774 0.835 2.044  0.108
H -2.650 1.038 -2.258  0.103
H -3.757 3.229 -2.174  0.122
H -4.398 -0.742 -1.468  0.108
H -5.639 -2.498 -2.666  0.125
H -4.636 -4.730 -2.982  0.126
H -2.386 -5.225 -2.094  0.121
H -1.123 -3.485 -0.895  0.075
H -3.366 -2.351 1.839  0.131
H -2.777 -3.022 4.142  0.130
H -0.584 -2.444 5.097  0.130
H 1.080 -1.189 3.762  0.103
N -0.015 5.822 2.865  0.195
C 0.193 4.627 2.318  -0.274
C -0.001 3.430 3.047  0.026
C 0.235 2.229 2.445  -0.130
N 0.669 2.105 1.171  -0.121
C 0.833 3.243 0.463  -0.150
C 0.612 4.487 0.973  0.029
H -0.297 5.918 3.826  0.135
H 0.135 6.671 2.346  0.135
H -0.334 3.453 4.075  0.133
H 0.076 1.309 2.997  0.104
H 1.149 3.138 -0.568  0.085
H 0.762 5.354 0.346  0.132



Formula: C19H9Br2Cl3N3O6Ti
Source: the Open Molecules 2025 dataset
Level of theory: ωB97M-V/def2-TZVPD

Summary:
Frontier orbital gap (spin up / spin down), eV: 5.86 / 5.36
⟨S²⟩: 2.027
2S+1: 3
Charge: -1
HOMO level (spin up / spin down), eV: -3.896 / -3.867

Last column: Mulliken spin population.
Geometry (Å):
Ti 0.324 0.701 0.468  0.947
O -0.513 3.617 3.088  0.004
C -0.452 2.839 2.166  0.004
O -0.031 1.601 2.194  -0.031
C -0.998 3.217 0.786  0.042
C -1.533 4.426 0.387  -0.018
C -1.963 4.543 -0.931  0.025
C -1.832 3.482 -1.822  -0.019
C -1.266 2.309 -1.358  0.046
N -0.914 2.215 -0.080  -0.026
C -0.874 1.072 -2.157  0.001
O -1.256 0.928 -3.297  0.010
O -0.105 0.293 -1.461  -0.019
H -1.595 5.243 1.092  0.000
H -2.386 5.478 -1.275  0.002
H -2.131 3.555 -2.858  0.000
Br 3.118 -4.856 -2.425  0.001
C 2.475 -3.430 -1.237  0.011
C 3.590 -2.607 -0.813  0.023
C 3.755 -1.532 0.016  0.121
N 1.186 -1.617 0.036  0.079
C 0.356 -2.619 -0.341  0.047
C 1.076 -3.560 -1.059  0.046
C -0.928 -2.325 0.251  -0.032
C -1.966 -3.272 0.294  -0.010
C -3.133 -2.964 0.937  0.001
Br -4.531 -4.239 1.021  0.000
C -3.302 -1.728 1.556  -0.018
C -2.251 -0.843 1.459  0.023
N -1.096 -1.075 0.826  -0.021
H 4.531 -2.942 -1.237  0.005
H 2.412 0.563 -0.212  0.103
H 0.611 -4.421 -1.518  0.007
H -1.809 -4.240 -0.159  0.001
H -4.204 -1.468 2.087  -0.003
H -2.330 0.137 1.919  -0.007
Cl 2.722 -0.047 3.556  0.062
C 2.375 -0.287 1.938  0.313
Cl 5.229 -0.809 0.469  0.014
Cl 2.266 -0.850 0.575  0.162
C 2.429 1.634 -0.895  -0.143
O 1.966 2.416 -0.038  0.152
O 2.981 1.460 -1.947  0.095



Short version: calculated total energy = -3438.42339 -8722.91618 Ha, in the order given.